No. 1
Molecular formula: C3H4N2O
Method: DFT, ωB97M-V/def2-TZVPD

**Relative energy (zero: lowest compared OMol25 entry of this formula, charge and spin)**: 3.598 eV
**HOMO-LUMO gap (alpha / beta)**: 8.291 / 8.290 eV
**LUMO energy (alpha / beta)**: 0.4 / 0.4 eV
**Highest occupied orbital energy (alpha / beta)**: -7.90 / -7.90 eV

```
! RIJCOSX wB97M-V def2-TZVPD def2/J DEFGRID3
* xyz 0 1
O -1.33 -1.48 0.22
C -0.43 -0.48 -0.02
C -0.07 0.35 1.12
N 0.81 1.27 0.98
C 0.59 0.43 -2.07
N 0.08 -0.25 -1.16
H -1.61 -1.87 -0.62
H -0.61 0.13 2.05
H 0.93 1.79 1.85
H 1.61 0.08 -2.34
*
```

---

No. 2
Molecular formula: C3H4N2O
Method: DFT, ωB97M-V/def2-TZVPD

**Relative energy (zero: lowest compared OMol25 entry of this formula, charge and spin)**: 4.749 eV
**HOMO-LUMO gap**: 9.355 eV
**LUMO energy**: -0.7 eV
**Highest occupied orbital energy**: -10.08 eV
**Structure (SMILES)**: CO/N=C/C#N

```
! RIJCOSX wB97M-V def2-TZVPD def2/J DEFGRID3
* xyz 0 1
C 2.64 -0.43 0.15
C -0.70 0.55 -0.07
C -2.09 -0.06 0.03
H 2.17 -1.27 -0.58
H 2.73 -0.61 1.30
H 3.50 0.01 -0.37
H -0.64 1.70 0.11
N 0.41 -0.27 -0.33
N -3.20 -0.36 0.13
O 1.58 0.52 0.04
*
```

---

No. 3
Molecular formula: C3H4N2O2
Method: DFT, ωB97M-V/def2-TZVPD

**Relative energy (zero: lowest compared OMol25 entry of this formula, charge and spin)**: 5.546 eV
**HOMO-LUMO gap (alpha / beta)**: 8.060 / 7.833 eV
**LUMO energy (alpha / beta)**: -0.2 / -0.4 eV
**Highest occupied orbital energy (alpha / beta)**: -8.28 / -8.27 eV

```
! RIJCOSX wB97M-V def2-TZVPD def2/J DEFGRID3
* xyz 0 1
C 1.69 -0.74 -0.32
C -0.64 0.73 0.10
C -0.77 -0.66 0.36
N 1.74 0.46 -0.01
N 0.68 1.23 0.09
O -1.56 1.50 -0.15
O -1.82 -1.34 -0.16
H 2.44 -1.48 -0.24
H -0.17 -1.23 1.04
H 0.80 2.23 -0.07
H -2.38 -0.70 -0.64
*
```

---

No. 4
Molecular formula: C3H4N2O2
Method: DFT, ωB97M-V/def2-TZVPD

**Relative energy (zero: lowest compared OMol25 entry of this formula, charge and spin)**: 4.326 eV
**HOMO-LUMO gap**: 11.035 eV
**LUMO energy**: 0.6 eV
**Highest occupied orbital energy**: -10.41 eV
**Structure (SMILES)**: N#CCC(=O)NO

```
! RIJCOSX wB97M-V def2-TZVPD def2/J DEFGRID3
* xyz 0 1
C -0.68 1.77 0.82
C 0.54 0.01 -0.32
C 0.66 1.48 0.60
N -1.73 1.88 1.11
N -0.03 0.25 -1.44
O 1.21 -0.90 0.03
O -0.01 -0.77 -2.47
H 1.05 1.19 1.60
H 1.19 2.28 0.21
H -0.82 0.89 -1.52
H 0.74 -1.40 -2.28
*
```

---

No. 5
Molecular formula: C3H4N2O2
Method: DFT, ωB97M-V/def2-TZVPD

**Relative energy (zero: lowest compared OMol25 entry of this formula, charge and spin)**: 6.380 eV
**HOMO-LUMO gap**: 10.662 eV
**LUMO energy**: -0.6 eV
**Highest occupied orbital energy**: -11.30 eV
**Structure (SMILES)**: CN=C1OO1.C#N

```
! RIJCOSX wB97M-V def2-TZVPD def2/J DEFGRID3
* xyz 0 1
C -1.79 -0.20 0.11
N -0.34 -0.03 -0.01
N 2.32 -2.36 -1.15
C 2.39 -1.30 -0.69
O 1.31 1.68 0.43
C 0.14 1.04 0.34
O -0.04 2.28 0.84
H -2.20 -0.42 -0.88
H -1.99 -1.05 0.76
H -2.29 0.69 0.52
H 2.48 -0.33 -0.27
*
```

---

No. 6
Molecular formula: C3H4N2O2
Method: DFT, ωB97M-V/def2-TZVPD

**Relative energy (zero: lowest compared OMol25 entry of this formula, charge and spin)**: 11.571 eV
**HOMO-LUMO gap**: 8.007 eV
**LUMO energy**: -1.1 eV
**Highest occupied orbital energy**: -9.12 eV

```
! RIJCOSX wB97M-V def2-TZVPD def2/J DEFGRID3
* xyz 0 1
C -1.73 0.59 0.39
C -2.83 0.44 -0.33
C 0.15 -0.89 0.03
N 1.15 -0.14 0.48
N 2.58 -0.11 0.27
O 3.06 -1.12 -0.20
O 3.07 0.96 0.41
H -3.55 1.36 -0.17
H -3.32 -0.29 -1.09
H 0.49 -1.50 -0.77
H 0.93 0.69 0.96
*
```